<P>
{"formula": "C5H6F2O", "method": "ωB97M-V/def2-TZVPD", "lumo_ev": 0.72, "e_homo_ev": -8.96, "gap_ev": 9.68, "elements": ["C", "C", "F", "C", "C", "F", "O", "C", "H", "H", "H", "H", "H", "H"], "coordinates": [[2.3988, 0.2959, -0.4647], [1.4758, -0.4977, 0.0253], [1.7941, -1.6046, 0.6762], [0.0452, -0.0566, -0.0236], [-0.4619, 1.1843, 0.0668], [0.2446, 2.3992, 0.3823], [-0.6103, -1.0782, -0.4130], [-2.0219, -0.9234, 0.0956], [3.6051, 0.1709, -0.5482], [2.0673, 1.2641, -0.6004], [-1.4599, 1.4602, 0.1265], [-2.5106, -0.1214, -0.4244], [-2.1641, -0.6191, 1.1950], [-2.4023, -1.8737, -0.0936]], "lowdin_charge": [0.100, -0.306, 0.098, -0.344, -0.004, -0.055, -0.015, -0.001, 0.138, 0.028, 0.085, 0.072, 0.135, 0.069]}



<Q>
{"formula": "C5H6F2O", "method": "ωB97M-V/def2-TZVPD", "lumo_ev": 0.75, "e_homo_ev": -8.66, "gap_ev": 9.41, "elements": ["O", "C", "C", "F", "F", "H", "H", "C", "C", "C", "H", "H", "H", "H"], "coordinates": [[1.3818, 1.8596, -0.3039], [1.2166, 0.9370, 0.6674], [1.4772, -0.3875, 0.5766], [1.1690, -1.2274, 1.5697], [1.8464, -0.9657, -0.5020], [1.7739, 1.4411, -1.0617], [0.6740, 1.2035, 1.5437], [-0.5294, -1.2919, -1.4698], [-0.8940, -0.6185, -0.5375], [-1.8566, -0.0119, 0.2985], [0.1293, -1.4270, -2.2931], [-1.8552, 1.0354, 0.0908], [-1.7041, -0.1592, 1.3372], [-2.8289, -0.3875, 0.0843]], "lowdin_charge": [0.045, -0.143, -0.444, 0.113, 0.144, 0.097, 0.124, 0.115, -0.230, -0.101, 0.038, 0.086, 0.073, 0.083]}



<R>
{"formula": "C5H6F2O", "method": "ωB97M-V/def2-TZVPD", "lumo_ev": 0.89, "e_homo_ev": -9.79, "gap_ev": 10.68, "elements": ["F", "C", "C", "O", "C", "C", "C", "F", "H", "H", "H", "H", "H", "H"], "coordinates": [[0.5535, 2.1284, -0.6955], [-0.4824, 1.5712, 0.0962], [-0.0413, 0.5351, 1.1050], [1.3170, -0.0034, 0.9778], [1.2559, -1.0513, -0.1297], [-0.2779, -0.9704, -0.7413], [-0.9779, 0.1556, 0.0223], [-2.2218, -0.3237, 0.2471], [-1.3379, 2.3829, 0.3508], [-0.4276, 0.9626, 2.1264], [1.6992, -2.2045, 0.3000], [2.1768, -0.7334, -1.0399], [-0.0547, -0.7012, -1.7566], [-1.1810, -1.7477, -0.8624]], "lowdin_charge": [-0.009, -0.133, -0.172, -0.125, -0.111, -0.056, -0.414, 0.047, 0.200, 0.190, 0.160, 0.175, 0.080, 0.167]}



Quick look at relative energies in hartree: <P> 0.0000; <Q> 0.0048; <R> 0.0444.



<P>
{"formula": "C24H24F8O24", "method": "ωB97M-V/def2-TZVPD", "lumo_ev": -0.40, "e_homo_ev": -10.96, "gap_ev": 10.57, "elements": ["O", "C", "O", "C", "C", "F", "O", "H", "H", "H", "O", "C", "O", "C", "C", "F", "O", "H", "H", "H", "O", "C", "O", "C", "C", "F", "O", "H", "H", "H", "O", "C", "O", "C", "C", "F", "O", "H", "H", "H", "O", "C", "O", "C", "C", "F", "O", "H", "H", "H", "O", "C", "O", "C", "C", "F", "O", "H", "H", "H", "O", "C", "O", "C", "C", "F", "O", "H", "H", "H", "O", "C", "O", "C", "C", "F", "O", "H", "H", "H"], "coordinates": [[1.7510, -3.2957, 6.3785], [0.8286, -2.6061, 6.1466], [-0.2806, -2.4994, 6.8853], [-1.1658, -1.5418, 6.2910], [-0.4353, -1.1230, 5.0235], [-0.3092, 0.2443, 4.9560], [0.8117, -1.7385, 5.0845], [-2.0962, -2.0631, 6.0633], [-1.4377, -0.7175, 6.9460], [-0.9894, -1.3635, 4.1138], [2.9679, -2.5444, -0.9162], [2.8499, -3.1719, 0.0694], [3.3939, -4.3783, 0.2764], [3.0557, -4.8448, 1.6047], [2.6236, -3.5626, 2.2905], [3.6027, -3.0436, 3.0968], [2.3409, -2.6594, 1.2540], [2.2656, -5.5820, 1.5002], [3.9961, -5.2047, 2.0130], [1.7425, -3.7320, 2.9104], [3.8793, -0.2010, -5.8182], [3.0167, 0.4355, -5.3075], [2.5032, 1.5980, -5.7710], [1.6223, 2.1330, -4.7998], [1.4208, 1.0117, -3.7893], [0.2075, 0.3888, -3.8877], [2.4447, 0.1046, -4.1127], [1.9716, 3.0544, -4.3329], [0.6446, 2.4065, -5.2030], [1.5326, 1.3636, -2.7647], [-0.8158, 2.7514, -2.7694], [-1.9943, 2.7909, -2.6762], [-2.8780, 1.9269, -3.2029], [-4.1609, 2.2318, -2.6809], [-4.0070, 3.5553, -1.9586], [-3.9897, 3.2221, -0.5980], [-2.6774, 3.9024, -2.2473], [-4.7893, 2.3276, -3.5783], [-4.7153, 1.4555, -2.1594], [-4.7021, 4.3718, -2.0924], [-3.1576, -1.0099, -1.4073], [-2.1851, -0.6298, -0.8457], [-0.9601, -0.7220, -1.3521], [0.0181, -0.6200, -0.3007], [-0.8572, -0.3764, 0.9211], [-0.3809, 0.5628, 1.8005], [-2.1438, -0.1107, 0.4291], [0.6907, -1.4694, -0.2737], [0.6690, 0.2334, -0.5143], [-0.8196, -1.3208, 1.4876], [-3.4705, -0.1961, -5.7471], [-4.0505, -0.8840, -4.9908], [-4.8155, -0.3874, -3.9954], [-5.4280, -1.4370, -3.2666], [-4.8018, -2.6946, -3.8465], [-5.7390, -3.6318, -4.1524], [-4.2057, -2.2264, -5.0586], [-5.5314, -1.3820, -2.1894], [-6.4642, -1.3783, -3.6275], [-3.9851, -3.1945, -3.3287], [2.8997, 0.8487, 0.5074], [3.8649, 0.3472, 0.9501], [4.8457, -0.2345, 0.2366], [5.6973, -0.9519, 1.1068], [5.4772, -0.2089, 2.4309], [6.2628, 0.8854, 2.6069], [4.1228, 0.1876, 2.2771], [5.4710, -2.0056, 1.2708], [6.7407, -0.8552, 0.8118], [5.4902, -0.8699, 3.2965], [-0.8557, 6.4660, 3.2983], [-0.6767, 5.3913, 2.8472], [-1.0807, 4.9870, 1.6366], [-0.6984, 3.6260, 1.4437], [0.2083, 3.3349, 2.6252], [1.5163, 3.2564, 2.1976], [0.0432, 4.4181, 3.4767], [-1.5628, 2.9738, 1.4323], [-0.1302, 3.5086, 0.5243], [-0.0463, 2.3673, 3.0441]], "lowdin_charge": [0.195, -0.560, 0.093, -0.033, -0.312, 0.052, 0.136, 0.137, 0.144, 0.156, 0.208, -0.555, 0.079, -0.016, -0.307, 0.065, 0.106, 0.142, 0.146, 0.162, 0.175, -0.536, 0.088, -0.070, -0.317, 0.058, 0.134, 0.139, 0.138, 0.154, 0.186, -0.521, 0.097, -0.078, -0.242, 0.018, 0.127, 0.142, 0.131, 0.169, 0.180, -0.535, 0.091, -0.015, -0.295, 0.063, 0.142, 0.115, 0.129, 0.162, 0.198, -0.559, 0.039, -0.074, -0.284, 0.066, 0.138, 0.127, 0.144, 0.167, 0.184, -0.559, 0.088, -0.056, -0.295, 0.083, 0.122, 0.129, 0.144, 0.163, 0.186, -0.557, 0.094, -0.055, -0.317, 0.055, 0.150, 0.126, 0.143, 0.137]}



<Q>
{"formula": "C24H24F8O24", "method": "ωB97M-V/def2-TZVPD", "lumo_ev": 0.29, "e_homo_ev": -11.02, "gap_ev": 11.31, "elements": ["O", "C", "O", "C", "C", "F", "O", "H", "H", "H", "O", "C", "O", "C", "C", "F", "O", "H", "H", "H", "O", "C", "O", "C", "C", "F", "O", "H", "H", "H", "O", "C", "O", "C", "C", "F", "O", "H", "H", "H", "O", "C", "O", "C", "C", "F", "O", "H", "H", "H", "O", "C", "O", "C", "C", "F", "O", "H", "H", "H", "O", "C", "O", "C", "C", "F", "O", "H", "H", "H", "O", "C", "O", "C", "C", "F", "O", "H", "H", "H"], "coordinates": [[-7.0429, -0.6544, 2.4234], [-6.2749, -0.0923, 1.7142], [-6.4441, 1.1428, 1.2186], [-5.3506, 1.4889, 0.2917], [-4.3282, 0.3491, 0.5956], [-3.4105, 0.8598, 1.5331], [-5.0945, -0.6136, 1.2344], [-5.6567, 1.3744, -0.7457], [-4.8981, 2.4277, 0.5376], [-3.7391, -0.0161, -0.2056], [2.9032, 4.9047, 4.4940], [2.8256, 3.7433, 4.2673], [3.4553, 2.7016, 4.9850], [3.1150, 1.4566, 4.3017], [2.2416, 1.8320, 3.1258], [0.9465, 1.5139, 3.2550], [2.2886, 3.2595, 3.1048], [3.9775, 0.8229, 4.0007], [2.5340, 0.8253, 4.8941], [2.5924, 1.5090, 2.1771], [4.4437, -0.0255, 1.9014], [4.6700, 0.4413, 0.7974], [5.2280, -0.2066, -0.2567], [5.4543, 0.7178, -1.3468], [4.7477, 1.9855, -0.8351], [3.5447, 2.2420, -1.3396], [4.5820, 1.8490, 0.5447], [6.5262, 0.8598, -1.4242], [4.9409, 0.3389, -2.2307], [5.3022, 2.9717, -0.9671], [2.2296, -0.9852, -1.7543], [1.2449, -0.9887, -1.1231], [0.7346, 0.0145, -0.4036], [-0.4058, -0.2854, 0.2474], [-0.7528, -1.7177, -0.3046], [-1.8533, -1.6819, -1.1924], [0.4135, -2.0761, -0.9689], [-0.2033, -0.2973, 1.3524], [-1.1140, 0.4753, 0.1605], [-0.8943, -2.5664, 0.4828], [-0.8477, 1.8998, -3.1468], [-0.0105, 1.3435, -3.8012], [-0.3234, 0.4483, -4.7548], [0.9127, -0.0797, -5.3379], [1.9699, 0.7940, -4.6707], [2.5341, 1.7028, -5.5818], [1.3165, 1.5310, -3.6923], [1.0393, -1.1623, -5.1052], [0.8770, 0.1859, -6.3693], [2.8028, 0.3094, -4.2232], [-3.6352, 4.3674, 2.2128], [-2.6521, 4.1093, 1.6240], [-1.5081, 3.7822, 2.1505], [-0.6082, 3.2675, 1.1685], [-1.4819, 3.4042, -0.1474], [-1.7886, 2.1879, -0.6521], [-2.6977, 4.0461, 0.2320], [0.2218, 3.9993, 1.1145], [-0.2237, 2.2491, 1.4059], [-0.8622, 4.0276, -0.8518], [0.5224, -3.2069, -5.8670], [-0.4855, -3.8302, -5.6297], [-0.9986, -4.0700, -4.4072], [-2.2339, -4.8261, -4.5745], [-2.5835, -4.5052, -6.0580], [-3.3161, -3.3232, -6.1375], [-1.3030, -4.3865, -6.6306], [-2.0538, -5.8665, -4.4006], [-2.9009, -4.5010, -3.8476], [-3.0131, -5.3187, -6.6364], [0.8568, -1.1468, 3.5308], [0.5019, -1.9106, 4.3810], [0.6248, -1.6843, 5.6888], [0.0725, -2.8088, 6.4370], [-0.4630, -3.7500, 5.3263], [-1.8193, -3.4845, 5.0874], [0.2026, -3.2409, 4.1922], [0.8683, -3.2369, 7.0192], [-0.7904, -2.4357, 6.9865], [-0.2021, -4.7810, 5.4240]], "lowdin_charge": [0.180, -0.541, 0.082, 0.015, -0.262, 0.021, 0.122, 0.139, 0.114, 0.140, 0.175, -0.490, 0.065, -0.040, -0.314, 0.068, 0.110, 0.133, 0.106, 0.128, 0.134, -0.438, 0.069, -0.010, -0.363, 0.088, 0.102, 0.139, 0.136, 0.185, 0.195, -0.524, 0.090, -0.101, -0.228, 0.016, 0.123, 0.139, 0.076, 0.197, 0.152, -0.552, 0.081, -0.001, -0.279, 0.025, 0.138, 0.128, 0.132, 0.143, 0.183, -0.598, 0.103, -0.016, -0.276, 0.039, 0.115, 0.143, 0.121, 0.179, 0.144, -0.484, 0.079, -0.009, -0.269, 0.053, 0.104, 0.130, 0.115, 0.165, 0.161, -0.526, 0.077, -0.009, -0.245, 0.042, 0.107, 0.133, 0.141, 0.159]}



Quick look at relative energies in hartree: <P> 0.0000; <Q> 0.0180.



<P>
{"formula": "C2H7N4O", "method": "ωB97M-V/def2-TZVPD", "lumo_ev": -4.25, "total_charge": 1, "e_homo_ev": -14.20, "gap_ev": 9.96, "elements": ["H", "N", "N", "C", "C", "N", "N", "O", "H", "H", "H", "H", "H", "H"], "coordinates": [[-2.9609, 0.7409, 1.0694], [-2.2311, 0.3184, 0.5140], [-1.4285, 1.1872, 0.1813], [-0.2373, 0.7785, -0.6868], [0.7881, -0.0846, 0.0139], [2.0309, 0.2830, 0.3374], [0.4206, -1.3076, 0.1711], [-0.7514, -1.7298, -0.3032], [0.0145, 1.7594, -0.9857], [-0.6561, 0.0267, -1.3868], [2.4678, 1.2311, 0.2286], [2.8951, -0.3088, 0.3328], [1.0234, -1.9566, 0.6344], [-1.3750, -0.9378, -0.1204]], "lowdin_charge": [0.111, 0.107, 0.010, -0.044, -0.278, 0.186, 0.048, 0.025, 0.117, 0.144, 0.163, 0.162, 0.192, 0.058]}



<Q>
{"formula": "C2H7N4O", "method": "ωB97M-V/def2-TZVPD", "lumo_ev": [-6.23, -6.41], "total_charge": 1, "e_homo_ev": [-13.28, -13.24], "gap_ev": [7.05, 6.83], "elements": ["N", "O", "C", "C", "N", "N", "N", "H", "H", "H", "H", "H", "H", "H"], "coordinates": [[0.1610, -1.7177, -1.8605], [-0.1499, -0.4525, -2.2666], [-0.3768, 0.8064, -1.1698], [-0.0978, 0.6296, 0.2355], [-0.4044, 1.7287, 1.0097], [0.1246, -0.5195, 0.7101], [0.2490, -0.7976, 1.9559], [1.2302, -2.0224, -1.7873], [-0.3457, -2.1484, -2.6270], [-0.5282, 1.7480, -1.5977], [-0.1043, 1.8654, 1.9135], [-0.4141, 2.6097, 0.5167], [0.1159, -0.0519, 2.6978], [0.5406, -1.6778, 2.2697]], "lowdin_charge": [-0.018, -0.144, 0.302, -0.396, 0.150, 0.067, 0.182, 0.171, 0.106, 0.106, 0.067, 0.115, 0.167, 0.125]}



Quick look at relative energies in hartree: <P> 0.0000; <Q> 0.1018.



<P>
{"formula": "F2HOPS", "method": "ωB97M-V/def2-TZVPD", "lumo_ev": [-3.22, -3.22], "e_homo_ev": [-10.87, -10.87], "gap_ev": [7.65, 7.65], "elements": ["O", "F", "F", "P", "S", "H"], "coordinates": [[0.0655, 0.2428, 0.5115], [2.4635, 0.4532, -0.0089], [0.3995, -1.9018, -0.7083], [1.4638, -0.1690, 1.0808], [2.1481, -0.1901, 2.8992], [-0.2069, -0.2268, -0.3437]], "lowdin_charge": [-0.221, -0.191, -0.553, 0.462, 0.405, 0.098]}



<Q>
{"formula": "F2HOPS", "method": "ωB97M-V/def2-TZVPD", "lumo_ev": [-2.81, -2.80], "e_homo_ev": [-10.77, -10.77], "gap_ev": [7.97, 7.97], "elements": ["O", "F", "F", "P", "S", "H"], "coordinates": [[1.8430, 0.5408, -0.2353], [-0.2481, -1.2578, 1.4129], [-0.7200, -1.2913, -0.9848], [-0.4572, -0.2335, 0.1715], [-1.9151, 1.0316, 0.4063], [1.4973, 1.2102, -0.7707]], "lowdin_charge": [-0.213, -0.220, -0.208, 0.426, 0.302, -0.087]}



<R>
{"formula": "F2HOPS", "method": "ωB97M-V/def2-TZVPD", "lumo_ev": -1.74, "e_homo_ev": -11.12, "gap_ev": 9.38, "elements": ["O", "F", "F", "P", "S", "H"], "coordinates": [[-0.7960, 0.8930, 0.3487], [0.3853, -0.2814, -1.5395], [-0.5649, -1.8580, 0.5144], [0.4479, 0.0786, -0.0359], [2.0938, 0.8254, 0.4169], [-1.5661, 0.3425, 0.2954]], "lowdin_charge": [-0.153, -0.162, -0.454, 0.261, 0.430, 0.078]}



Quick look at relative energies in hartree: <P> 0.0586; <Q> 0.0470; <R> 0.0000.



<P>
{"formula": "CH3F2PS2", "method": "ωB97M-V/def2-TZVPD", "lumo_ev": -0.65, "e_homo_ev": -8.95, "gap_ev": 8.30, "elements": ["F", "P", "F", "S", "H", "C", "S", "H", "H"], "coordinates": [[-1.5093, -2.5079, -1.4934], [-0.4260, -1.5704, -0.8616], [-1.1648, -1.3020, 0.5656], [0.9438, -3.2448, -0.4813], [1.7118, -2.5397, 0.4545], [0.1356, 2.9275, 0.5527], [-0.1196, 1.7823, -0.5678], [0.4043, 3.8680, 0.1619], [0.0242, 2.5871, 1.6694]], "lowdin_charge": [-0.333, 0.503, -0.351, 0.319, -0.170, -0.546, 0.562, -0.035, 0.050]}



<Q>
{"formula": "CH3F2PS2", "method": "ωB97M-V/def2-TZVPD", "lumo_ev": -0.81, "e_homo_ev": -9.05, "gap_ev": 8.25, "elements": ["F", "P", "F", "S", "H", "C", "S", "H", "H"], "coordinates": [[2.5252, -0.6195, -0.9406], [1.2193, 0.1953, -0.4886], [1.2240, -0.3435, 1.0801], [2.3930, 2.1137, -0.1890], [2.0186, 2.4257, 1.1346], [-2.4176, -0.8415, -0.1326], [-1.3152, -1.9796, -0.4243], [-2.5023, 0.0317, -0.8398], [-3.1449, -0.9823, 0.8001]], "lowdin_charge": [-0.351, 0.600, -0.376, 0.279, -0.172, -0.600, 0.552, 0.015, 0.052]}



Quick look at relative energies in hartree: <P> 0.0000; <Q> 0.0063.